Entry from OMol25: 12 unconnected molecules or ions with the total composition C54H118F12N10O18S6 in a non-equilibrium geometry (ωB97M-V/def2-TZVPD).

Last column: Löwdin charge in e.
Positions of all 218 atoms, in Å:
C 4.7564 -9.3781 0.9682  -0.082
C 3.9225 -8.1846 0.5757  -0.232
C 4.1932 -7.1087 1.5432  -0.130
N 3.4024 -5.8225 1.3384  -0.295
C 1.9725 -6.0567 1.4446  0.007
C 3.8531 -4.7796 2.3276  -0.063
C 5.2511 -4.3324 1.7739  -0.109
C 5.1714 -4.4974 0.2454  -0.092
C 3.7614 -5.2216 -0.0194  -0.036
H 4.3842 -9.9535 1.8029  0.080
H 5.8148 -9.2160 1.1694  0.092
H 4.7284 -10.1101 0.1682  0.086
H 2.8664 -8.3517 0.4937  0.110
H 4.2857 -7.9004 -0.4159  0.122
H 5.2186 -6.7525 1.5548  0.131
H 3.8987 -7.4572 2.5448  0.152
H 1.8432 -6.8050 0.6737  0.099
H 1.4249 -5.1431 1.2227  0.114
H 1.6402 -6.4862 2.3721  0.105
H 3.1039 -4.0050 2.2987  0.094
H 3.9907 -5.2713 3.2864  0.139
H 5.3832 -3.3263 2.1044  0.079
H 5.9928 -4.9830 2.1332  0.096
H 5.1983 -3.5499 -0.2818  0.063
H 5.9963 -5.1342 -0.1008  0.122
H 2.9780 -4.4892 -0.1867  0.119
H 3.7291 -5.9643 -0.8102  0.126
C 6.3272 3.6942 5.3283  -0.055
C 5.4356 3.3435 4.1124  -0.229
C 4.0415 3.7360 4.3401  -0.133
N 3.1041 3.2195 3.2549  -0.231
C 3.5199 3.7512 1.9636  -0.007
C 1.6700 3.5386 3.6875  -0.067
C 1.2890 2.4088 4.6035  -0.136
C 2.3134 1.2647 4.3360  -0.123
C 3.0842 1.7313 3.1472  -0.118
H 5.9457 3.3094 6.2667  0.076
H 6.5131 4.7784 5.4032  0.088
H 7.2635 3.2128 5.0335  0.078
H 5.4983 2.2678 3.8821  0.089
H 5.7933 3.8899 3.2479  0.124
H 3.8839 4.8033 4.4127  0.144
H 3.6378 3.4035 5.2902  0.133
H 3.8431 4.7814 2.0591  0.128
H 2.7486 3.6402 1.2328  0.078
H 4.3790 3.1343 1.6605  0.105
H 1.0654 3.6475 2.7900  0.134
H 1.6294 4.4292 4.2829  0.128
H 0.2806 2.0511 4.3247  0.096
H 1.1889 2.6029 5.6487  0.104
H 1.8013 0.3242 4.1455  0.102
H 2.9839 1.1257 5.1660  0.116
H 2.5446 1.4078 2.2918  0.112
H 4.0970 1.4288 3.2317  0.099
C -4.1195 3.5418 -1.2529  -0.087
C -5.4389 3.7105 -2.0203  -0.198
C -5.1569 4.2992 -3.3980  -0.099
N -6.3337 4.0211 -4.3380  -0.254
C -6.6597 2.5818 -4.4295  0.023
C -5.9727 4.6697 -5.7005  -0.075
C -7.3062 4.9017 -6.3658  -0.155
C -8.2790 4.9395 -5.2240  -0.161
C -7.5748 4.7116 -3.9379  -0.097
H -3.4156 2.8499 -1.7149  0.053
H -4.3161 3.2309 -0.2308  0.041
H -3.5054 4.4457 -1.2164  0.070
H -6.1504 4.3463 -1.4939  0.121
H -5.8254 2.7257 -2.1615  0.057
H -4.2351 3.9352 -3.8486  0.136
H -4.9770 5.3861 -3.4490  0.136
H -7.3205 2.4308 -5.3078  0.125
H -7.2152 2.3332 -3.5349  0.056
H -5.7775 2.0048 -4.6554  0.114
H -5.3971 3.9512 -6.2563  0.132
H -5.4471 5.5926 -5.5244  0.127
H -7.5813 4.0205 -6.9450  0.111
H -7.2388 5.7059 -7.1140  0.132
H -9.1361 4.3274 -5.4136  0.118
H -8.7801 5.9001 -5.2370  0.121
H -8.0474 4.0910 -3.2149  0.110
H -7.1820 5.6338 -3.5697  0.136
C 1.4106 -0.2438 -5.9279  -0.074
C 1.9249 -1.0240 -4.7217  -0.217
C 3.3653 -0.5222 -4.4446  -0.125
N 4.1688 -1.3892 -3.5222  -0.248
C 3.3141 -1.8445 -2.4127  0.020
C 4.6848 -2.5101 -4.3201  -0.134
C 6.1101 -2.2700 -4.7227  -0.110
C 6.4056 -0.7880 -4.2332  -0.090
C 5.3904 -0.5637 -3.0599  -0.054
H 1.5801 0.8297 -5.9129  0.070
H 0.3297 -0.4318 -6.0313  0.092
H 1.9921 -0.5139 -6.8107  0.082
H 1.9145 -2.0984 -4.9072  0.122
H 1.3234 -0.7265 -3.8929  0.061
H 3.3232 0.5148 -4.1525  0.097
H 3.9087 -0.5057 -5.3972  0.140
H 3.8968 -2.5402 -1.8264  0.078
H 2.3916 -2.2913 -2.7666  0.082
H 3.1239 -0.9316 -1.7927  0.126
H 4.6832 -3.3893 -3.6814  0.129
H 4.0647 -2.7495 -5.1736  0.140
H 6.7509 -2.9917 -4.1932  0.121
H 6.2633 -2.2675 -5.7940  0.115
H 7.4311 -0.6579 -3.8336  0.129
H 6.1563 -0.0554 -4.9808  0.100
H 5.7886 -1.0362 -2.1892  0.082
H 5.1235 0.4831 -2.8612  0.120
C -2.9930 3.1044 6.1925  -0.079
C -3.0100 2.2481 4.9167  -0.230
C -4.4362 1.7968 4.7577  -0.143
N -4.7059 1.0682 3.4626  -0.300
C -3.7200 -0.0663 3.3007  0.028
C -4.6258 1.9894 2.2918  -0.080
C -5.3613 1.1896 1.2257  -0.161
C -6.4235 0.3807 1.9286  -0.114
C -6.0815 0.5703 3.4453  -0.095
H -3.4538 2.5587 6.9932  0.074
H -3.5713 4.0212 6.1480  0.087
H -2.0267 3.4439 6.5438  0.075
H -2.2929 1.4496 5.0700  0.096
H -2.7292 2.8187 4.0033  0.125
H -5.1156 2.6662 4.6622  0.150
H -4.7657 1.1694 5.5833  0.143
H -3.9779 -0.7464 2.4630  0.126
H -3.7527 -0.5383 4.2952  0.109
H -2.7167 0.3224 3.1948  0.078
H -3.5690 2.1531 2.0589  0.123
H -5.1924 2.8783 2.6235  0.159
H -4.6441 0.6413 0.6349  0.095
H -5.9063 1.7645 0.4631  0.119
H -6.4218 -0.6866 1.7158  0.116
H -7.4231 0.7188 1.6496  0.110
H -6.1614 -0.3442 3.9861  0.125
H -6.7122 1.3045 3.9566  0.146
C 0.8266 5.1669 -1.9045  0.012
C -0.1089 4.0000 -2.3149  -0.480
O -1.2922 4.2231 -2.3856  0.055
N 0.4619 2.7062 -2.4074  -0.008
H 1.4760 2.6797 -2.6189  0.080
H 0.6701 1.6426 -0.4216  0.126
C -0.3324 1.7489 -3.0941  -0.099
H 1.5712 4.8424 -1.1829  0.037
H 0.3447 6.1218 -1.6505  0.088
H 1.4665 5.4750 -2.7540  0.081
H -0.3254 2.0223 -4.1688  0.102
H -1.3465 1.5521 -2.8675  0.068
H 0.1729 0.8030 -3.1680  0.055
C -0.8737 -3.0425 4.1130  0.041
C -0.3829 -4.2244 4.9236  -0.326
O 0.4920 -4.9479 4.8483  0.244
N -1.5070 -4.3505 6.1761  0.088
H -1.2579 -3.6585 6.8709  0.163
H -2.4339 -4.1790 5.8071  0.155
C -1.3414 -5.7758 6.6951  0.015
H -1.7411 -3.4136 3.5783  0.109
H -0.1467 -2.7229 3.3639  0.085
H -1.1450 -2.1671 4.7161  0.100
H -2.0167 -5.8874 7.5237  0.102
H -0.3076 -6.0468 6.8860  0.106
H -1.6926 -6.4101 5.8955  0.104
C -0.1974 1.0224 1.1558  -0.304
O 0.6346 -0.0316 1.7069  -0.103
O 0.2569 2.0935 0.4063  0.028
C -1.3524 0.3213 0.3064  -0.498
F -2.2209 1.3340 0.0758  0.128
F -0.9796 -0.1848 -0.9108  0.132
F -1.8718 -0.6594 1.0516  0.136
C 1.6227 -0.5932 0.7750  -0.212
C 2.3757 -1.5702 1.6009  -0.045
H 1.7398 -2.2440 2.1729  0.059
H 3.1052 -2.1003 0.9914  0.074
H 2.9478 -0.9837 2.3179  0.081
H 2.2890 0.1789 0.4025  0.090
H 1.1293 -1.0795 -0.0484  0.102
H -0.6464 1.5164 2.0123  0.141
C -8.0763 1.3218 -1.4246  -0.470
O -6.7148 0.9144 -1.9949  -0.186
O -8.1456 2.5853 -1.6203  -0.143
C -9.0791 0.5673 -2.2228  -0.449
F -10.3518 0.7935 -1.7468  0.112
F -9.1014 0.8354 -3.6043  0.093
F -8.9026 -0.7995 -2.1931  0.090
C -6.1545 -0.3722 -1.8631  -0.290
C -4.6820 -0.3166 -2.2612  -0.056
H -4.5687 -0.0562 -3.3118  0.081
H -4.1811 0.4616 -1.6554  0.050
H -4.1746 -1.2632 -2.0294  0.063
H -6.5515 -1.1420 -2.5495  0.119
H -6.3154 -0.7188 -0.8298  0.103
H -7.9302 1.2110 -0.2729  0.145
N 7.1875 -0.7882 1.7955  -0.306
S 7.0951 -0.7376 3.3544  0.461
O 6.0142 -1.6408 3.7461  -0.342
O 7.1955 0.5995 3.9402  -0.298
F 8.3377 -1.4347 3.7339  -0.086
S 6.1957 -0.2989 0.6462  0.458
O 5.3626 0.7440 1.1412  -0.282
O 5.6452 -1.4092 -0.0385  -0.300
F 7.1367 0.3262 -0.3632  -0.100
N -1.2708 -4.2404 -3.2529  -0.328
S -1.0824 -2.8420 -2.6595  0.503
O -1.1248 -1.7595 -3.6345  -0.305
O 0.1251 -2.8052 -1.8112  -0.371
F -2.3307 -2.7759 -1.6768  -0.195
S -0.7650 -5.5761 -3.9510  0.442
O 0.1916 -6.1109 -3.0708  -0.293
O -0.4515 -5.3367 -5.3118  -0.261
F -2.0264 -6.3982 -3.9286  -0.105
N 3.6004 2.8790 -2.8640  -0.342
S 3.6810 3.4760 -4.2817  0.579
O 4.1784 2.5575 -5.2264  -0.260
O 4.1506 4.8556 -4.3887  -0.276
F 1.9508 3.6259 -4.5910  -0.261
S 4.1440 3.0946 -1.3775  0.625
O 3.6687 4.2014 -0.6308  -0.266
O 5.4628 2.6281 -1.3558  -0.240
F 3.3109 1.6724 -0.6587  -0.286

Values from the calculation:
LUMO level	-5.8	eV
E_tot	-7616.92803	Eh
total charge	+2
Kohn-Sham gap	4.639	eV
ΔE to the lowest compared entry with this formula, charge and spin	99.4	kcal per mole